(1)
C43H66BN8ORbS2 as an isolated structure, computed with wB97M-V/def2-TZVPD.

CARTESIAN COORDINATES (ANGSTROEM)
Rb: 1.086733 1.639139 -0.380547
C: -1.640259 3.291505 -1.091238
N: -0.636373 3.154911 -2.155351
C: -1.147948 2.200149 -3.133033
C: -0.212253 1.693599 -4.226484
N: 0.768673 0.694570 -3.824441
C: 0.145870 -0.508828 -3.270437
C: 1.715661 0.352435 -4.844337
C: 1.489610 0.714502 -6.176599
C: 2.385110 0.394470 -7.191214
C: 3.533319 -0.312532 -6.867923
C: 3.771785 -0.672301 -5.547221
C: 2.905672 -0.349218 -4.485271
S: 3.357486 -0.763042 -2.834982
C: -0.210388 4.434695 -2.640107
C: -0.531042 4.827036 -3.944220
C: -0.118073 6.041155 -4.475393
C: 0.615476 6.898022 -3.668457
C: 0.915793 6.531654 -2.362858
C: 0.522144 5.310067 -1.782082
S: 0.945025 4.980890 -0.103683
H: -2.623899 3.550006 -1.515268
H: -1.331113 4.068855 -0.397780
H: -1.732827 2.357095 -0.529138
H: -2.034988 2.611613 -3.639829
H: -1.516994 1.347286 -2.558847
H: 0.325081 2.528936 -4.672441
H: -0.882827 1.291540 -5.006145
H: -0.590920 -0.932361 -3.977313
H: -0.352144 -0.308950 -2.327171
H: 0.917509 -1.244687 -3.063268
H: 0.598670 1.265211 -6.445682
H: 2.181756 0.703416 -8.209461
H: 4.251154 -0.574954 -7.638038
H: 4.679854 -1.199791 -5.282834
H: -1.112713 4.166984 -4.575445
H: -0.364788 6.299275 -5.498915
H: 0.965520 7.848468 -4.056056
H: 1.491563 7.196849 -1.731689
C: -3.002436 3.628248 2.336578
C: -1.552692 3.305471 2.708402
C: -1.122380 4.081408 3.953976
C: -1.358498 1.825231 2.877841
C: -1.721988 0.972680 3.943265
C: -1.319703 -0.286961 3.533053
C: -1.443679 -1.576138 4.285118
C: -2.899202 -1.818052 4.691757
C: -0.530692 -1.584137 5.513908
N: -0.770367 -0.171143 2.303983
N: -0.782197 1.131839 1.916625
B: -0.011954 -1.136102 1.318400
N: -1.049197 -2.232551 0.733329
N: -1.697901 -1.557903 -0.276449
C: -2.709301 -2.294890 -0.671856
C: -2.759939 -3.490645 0.057873
C: -1.704992 -3.421484 0.946268
C: -1.382057 -4.561351 1.875630
C: -2.517344 -4.835115 2.865784
C: -1.132786 -5.845744 1.069594
C: -3.605939 -1.776789 -1.762097
C: -4.370837 -0.541171 -1.281603
C: -4.554645 -2.855928 -2.271170
N: 1.527298 -1.273266 1.840257
N: 2.046176 -0.006882 1.668494
C: 3.332364 -0.049782 1.957962
C: 3.691880 -1.351636 2.345625
C: 2.540979 -2.101938 2.225410
C: 2.514694 -3.585325 2.439136
C: 1.729328 -3.984101 3.697961
C: 2.155620 -4.315537 1.140641
C: 4.221047 1.150881 1.743630
C: 5.592636 0.928730 2.376762
C: 4.355207 1.459639 0.237642
H: -3.126087 4.699679 2.146684
H: -3.302206 3.084406 1.436354
H: -3.679351 3.338481 3.148178
H: -0.914732 3.616910 1.874880
H: -1.748411 3.815968 4.814402
H: -0.083001 3.861810 4.210999
H: -1.214464 5.158848 3.785447
H: -2.201471 1.231886 4.877477
H: -1.132269 -2.383011 3.617890
H: -3.256423 -0.981233 5.297915
H: -3.543184 -1.895022 3.812182
H: -3.000667 -2.733120 5.284850
H: -0.876398 -0.841219 6.238978
H: -0.531950 -2.566603 5.999647
H: 0.496254 -1.332007 5.240989
H: 0.141637 -0.497603 0.341961
H: -3.454249 -4.313133 -0.045790
H: -0.490684 -4.332053 2.437228
H: -3.419754 -5.135706 2.325572
H: -2.241625 -5.649926 3.544847
H: -2.765974 -3.960654 3.460465
H: -2.077625 -6.205781 0.651513
H: -0.445609 -5.682252 0.241272
H: -0.725286 -6.633541 1.712851
H: -2.958689 -1.465270 -2.586830
H: -5.025003 -0.804643 -0.443325
H: -3.676513 0.226821 -0.935708
H: -4.987220 -0.123243 -2.083915
H: -5.225941 -3.187895 -1.470813
H: -5.171604 -2.470756 -3.086872
H: -4.007632 -3.729232 -2.637137
H: 4.664370 -1.734718 2.623999
H: 3.554592 -3.838613 2.646144
H: 0.750191 -3.510528 3.735802
H: 1.597057 -5.070405 3.767947
H: 2.268012 -3.645535 4.586972
H: 1.228250 -3.945714 0.708307
H: 2.935500 -4.131820 0.397693
H: 2.071043 -5.395068 1.297026
H: 3.754952 2.011386 2.229994
H: 6.123370 0.119511 1.863473
H: 6.199444 1.833313 2.288501
H: 5.513823 0.666016 3.436573
H: 4.523487 0.543046 -0.332246
H: 3.460809 1.936402 -0.149190
H: 5.183418 2.147618 0.047938
O: 3.083234 2.474872 -2.691783
H: 2.216619 2.555567 -3.106576
H: 3.281539 1.516540 -2.773302

Atomic forces in eV per Å
-0.1 0.3 -0.5
0.0 0.0 -0.1
-0.3 0.0 0.0
0.0 0.0 0.1
0.1 -0.1 0.1
-0.2 0.0 0.0
0.0 0.0 -0.1
0.1 0.0 0.0
0.1 -0.1 0.1
0.1 0.0 0.1
0.0 0.0 0.1
-0.1 0.1 0.0
0.0 0.0 -0.1
0.0 0.1 -0.3
-0.1 0.0 -0.1
0.1 0.0 0.1
0.0 0.0 0.1
0.1 -0.1 0.1
-0.1 0.0 0.0
0.0 0.0 -0.1
0.0 0.1 -0.3
0.0 0.0 0.0
0.0 0.0 0.0
0.0 0.0 0.0
-0.1 0.0 0.0
0.0 0.0 0.0
0.0 0.0 0.0
0.0 0.0 -0.1
0.0 0.0 0.0
-0.1 0.0 0.1
0.0 0.0 0.0
0.0 0.0 0.0
0.0 0.0 0.0
0.0 0.0 0.0
0.0 0.0 0.0
0.0 0.0 0.0
0.0 0.0 0.0
0.0 0.0 0.0
0.0 0.0 0.0
0.0 0.0 0.0
0.0 0.0 0.0
0.0 0.0 0.0
0.0 0.0 0.2
0.0 0.1 -0.1
-0.1 0.1 -0.1
0.0 0.0 0.0
0.0 0.0 0.1
0.0 0.0 0.0
0.3 0.0 0.0
-0.2 -0.2 -0.2
0.0 0.2 0.1
-0.1 0.0 -0.1
0.2 -0.3 0.3
-0.1 0.0 -0.1
-0.2 0.0 0.0
0.0 0.3 -0.1
0.0 0.0 -0.1
0.0 0.0 0.0
0.1 0.0 0.0
0.0 0.0 0.0
0.0 0.0 0.0
0.0 0.0 0.0
0.0 0.0 -0.2
0.2 -0.6 0.4
0.0 -0.1 0.1
0.2 0.0 -0.1
-0.3 0.2 0.1
-0.2 0.0 0.0
0.0 0.0 -0.1
-0.1 0.0 0.1
0.0 -0.1 -0.1
0.0 0.0 0.0
0.1 -0.1 0.4
0.0 -0.1 0.0
0.0 0.0 0.1
0.0 0.0 0.0
0.0 0.0 0.0
0.0 0.0 0.0
-0.1 0.0 0.0
0.0 -0.1 0.0
0.0 0.0 -0.1
0.0 0.0 -0.1
0.0 0.0 0.0
0.0 0.0 0.1
0.0 0.0 0.0
0.0 0.0 0.0
0.0 0.1 0.0
0.0 0.0 0.0
0.0 -0.2 0.1
0.1 0.1 0.0
0.3 0.1 0.1
0.0 0.0 0.0
0.0 0.0 0.0
0.0 0.0 0.0
0.1 0.0 0.0
0.1 0.0 0.0
0.0 0.0 0.0
0.0 0.0 0.0
0.0 0.0 0.0
0.0 -0.1 0.0
0.0 0.0 0.0
0.0 0.0 -0.1
0.0 0.0 0.0
0.0 0.1 0.0
-0.1 0.1 -0.1
0.1 0.0 0.0
0.0 0.0 0.0
0.0 0.1 0.0
0.0 0.0 0.0
-0.2 0.0 0.0
-0.1 0.0 0.0
0.0 0.0 0.0
0.0 0.0 0.0
0.0 0.1 0.0
0.0 0.0 0.0
0.0 0.0 -0.1
0.0 0.1 0.0
0.4 0.0 0.0
0.0 0.0 0.0
0.0 0.0 0.1
0.0 0.0 0.0
0.0 0.1 0.1

Computed properties:
**E_HOMO**: -1.68 eV
**Net charge**: -2
**Frontier orbital gap**: 5.46 eV
**LUMO**: 3.778 eV

***

(2)
A 2-piece molecular cluster, C24H31N2 overall, computed with wB97M-V/def2-TZVPD.

CARTESIAN COORDINATES (ANGSTROEM)
C: -1.716455 0.426914 -2.440420
N: -1.029790 -0.728951 -3.073997
C: 0.373052 -0.421923 -3.463998
C: 1.027947 -1.566754 -4.247053
C: 0.953368 -2.882886 -3.458169
C: -0.497819 -3.182188 -3.053263
C: -1.107703 -1.994558 -2.298702
H: -2.762135 0.189091 -2.250490
H: -1.238919 0.675074 -1.494113
H: -1.677677 1.297210 -3.094185
H: 0.371129 0.501191 -4.054442
H: 0.940959 -0.208389 -2.553054
H: 0.521488 -1.687878 -5.213425
H: 2.072004 -1.316156 -4.484356
H: 1.376417 -3.713521 -4.041843
H: 1.576794 -2.806598 -2.558147
H: -1.093941 -3.394295 -3.950463
H: -0.548458 -4.091285 -2.436820
H: -0.591496 -1.841863 -1.345554
H: -2.159519 -2.184201 -2.057360
C: -3.735549 0.980633 1.785899
C: -2.456030 0.316068 2.112925
N: -2.362529 -0.871042 2.788422
C: -3.485466 -1.648283 3.298266
C: -1.014211 -1.244902 2.924896
C: -0.242243 -0.258658 2.289243
C: 1.143243 -0.420092 2.196904
C: 1.730644 -1.511927 2.784070
C: 0.964860 -2.463675 3.457126
C: -0.402984 -2.349263 3.524025
C: -1.151919 0.759391 1.795930
C: -0.828216 1.903383 1.034030
C: 0.490257 2.414698 0.760317
C: 1.484151 2.536202 1.754945
C: 2.757679 2.940252 1.439317
C: 3.113588 3.228274 0.124900
C: 4.520725 3.579543 -0.218636
C: 2.131123 3.160749 -0.859261
C: 0.843980 2.799456 -0.551188
H: -3.583072 1.905598 1.233808
H: -4.361534 0.331424 1.175459
H: -4.289192 1.226680 2.691007
H: -3.133390 -2.547779 3.797956
H: -4.046878 -1.050083 4.013559
H: -4.143777 -1.941951 2.481839
H: 1.733989 0.296327 1.657588
H: 2.799350 -1.628107 2.724003
H: 1.457749 -3.288396 3.942205
H: -0.989833 -3.088617 4.036902
H: -1.642893 2.384683 0.519424
H: 1.231461 2.300846 2.774083
H: 3.503007 3.025710 2.212360
H: 4.626713 3.815272 -1.278877
H: 4.858331 4.448428 0.348397
H: 5.193624 2.748822 0.003033
H: 2.394856 3.391860 -1.877136
H: 0.101141 2.750439 -1.327888

Atomic forces in eV per Å
0.7 -1.4 -0.6
0.0 0.0 -0.4
-0.9 -0.1 0.1
-0.1 -0.1 0.1
0.0 0.0 -0.1
0.1 0.1 -0.1
-0.2 0.9 -0.4
0.0 -0.1 0.0
0.2 0.2 0.5
0.1 -0.1 -0.1
-0.1 -0.1 0.0
0.4 0.0 0.3
0.0 0.0 0.2
-0.2 0.0 0.2
-0.2 0.2 0.1
-0.1 0.1 0.0
0.1 0.2 0.1
0.0 0.3 0.0
0.3 -0.2 0.4
0.1 0.0 -0.1
-0.2 -0.1 0.1
-0.3 -1.5 0.7
-0.3 1.4 -0.7
-0.2 0.2 0.0
1.1 0.4 -0.4
0.5 -0.4 0.5
-0.5 0.1 -0.2
0.0 -0.3 0.1
0.2 0.2 0.0
-1.0 0.3 -0.1
1.3 1.7 -1.1
-0.5 -1.7 0.8
0.7 0.3 -0.1
-0.5 -0.1 -0.2
0.0 0.1 0.0
-0.1 -0.1 -0.2
0.2 0.2 -0.3
0.2 0.0 0.1
-0.6 -0.2 0.5
0.1 -0.1 0.1
-0.1 -0.1 0.0
-0.1 0.0 0.1
0.1 0.1 -0.1
0.0 0.0 0.0
0.0 0.0 0.0
0.2 0.0 0.0
0.2 -0.1 0.0
0.0 -0.2 0.0
-0.1 -0.3 0.1
-0.3 0.2 -0.1
0.0 0.0 0.2
0.1 0.0 0.2
0.0 0.0 0.1
0.0 -0.1 0.1
0.0 0.0 0.1
0.0 0.1 -0.2
-0.2 0.0 -0.2

Computed properties:
**E_HOMO**: -10.52 eV
**Net charge**: +1
**Frontier orbital gap**: 5.70 eV
**LUMO**: -4.819 eV

***

The lowest E_HOMO belongs to which entry?
C24H31N2